Computed, not measured: C4H9NO in the gas phase, with the ωB97M-V functional and the def2-TZVPD basis.

Energy   -7827.153 eV
Net charge   0
M   87.12 g mol⁻¹

Each line ends with the natural charge from an NBO analysis.
Geometry (Å):
C (-1.92357, -0.08039, -0.09731)  -0.41
N (-0.49994, -0.03265, -0.44615)  -0.38
C (0.55065, -1.01095, 0.04009)  -0.26
C (1.54539, 0.04905, -0.47298)  -0.14
O (2.81466, 0.11722, 0.10800)  -0.72
C (0.46760, 1.05178, -0.01698)  -0.26
H (-2.05487, -0.06155, 0.98473)  0.22
H (-2.42629, 0.78303, -0.54233)  0.22
H (-2.35675, -0.99934, -0.50254)  0.22
H (0.46855, -2.01324, -0.39593)  0.19
H (0.39161, -1.06829, 1.14415)  0.14
H (-0.32747, -0.05395, -1.45763)  0.43
H (2.74131, 0.14338, 1.07868)  0.42
H (0.30234, 1.15668, 1.08272)  0.14
H (0.30679, 2.01922, -0.50653)  0.19